{"formula": "C4H13NO2", "method": "ωB97M-V/def2-TZVPD", "max_force_ev_per_a": 4.3, "molar_mass_g_mol": 107.2, "total_charge": 0, "gap_ev": 9.160, "smiles": "C=NCCC.O.O", "energy_ha": -365.3457, "lumo_energy_ev": 0.53, "symbols": ["C", "N", "C", "C", "C", "H", "H", "H", "H", "H", "H", "H", "H", "H", "O", "H", "H", "O", "H", "H"], "positions_angstrom": [[1.8959, -2.6520, 1.0459], [1.5413, -1.7047, 1.8154], [1.2631, -0.3602, 1.5540], [0.3684, -0.0459, 0.2508], [0.0805, 1.4950, 0.3099], [1.4060, -2.7447, 0.0721], [2.4377, -3.4693, 1.5173], [2.1286, 0.1519, 1.0968], [0.8438, 0.1875, 2.3868], [-0.5068, -0.6190, 0.5534], [0.8541, -0.2891, -0.6758], [0.0553, 1.7289, 1.3780], [-0.8522, 1.7609, -0.1896], [0.8938, 2.0822, -0.1093], [-1.8771, -3.8159, -3.3912], [-1.7045, -3.6772, -2.4604], [-1.0418, -4.1559, -3.6998], [-2.1226, 6.1566, -0.4757], [-3.0801, 6.1843, -0.3966], [-2.0297, 5.3176, -0.0207]], "forces_ev_per_angstrom": [[-2.16, 0.93, 0.86], [2.79, -0.73, 1.27], [-0.72, 0.99, -4.11], [-0.60, 1.09, 2.67], [0.11, -1.21, 0.24], [0.96, -0.02, -0.65], [-0.28, -0.34, -0.33], [0.61, -0.34, 1.55], [0.12, -0.15, 0.28], [-0.55, 0.00, -1.22], [-0.02, -0.66, -0.29], [-0.43, 0.42, -0.20], [0.09, 0.07, 0.13], [0.08, -0.04, -0.19], [-0.19, 0.08, 0.06], [-0.19, 0.13, 0.36], [0.37, -0.21, -0.42], [-0.55, -0.41, 0.28], [-0.35, 0.77, -0.39], [0.91, -0.36, 0.11]], "lowdin_charge": [-0.05, -0.05, -0.27, -0.23, -0.12, 0.07, 0.06, 0.13, 0.10, 0.09, 0.09, 0.06, 0.06, 0.07, -0.05, 0.02, 0.02, -0.06, 0.03, 0.02]}